Molecular formula: C3H8O2
Method: DFT, ωB97M-V/def2-TZVPD

The geometry in ORCA input format:
```
! wB97M-V def2-TZVPD RIJCOSX def2/J DEFGRID3
* xyz 0 1
C -1.386 0.845 -0.743
C -0.237 0.221 -0.958
C 1.079 0.847 -0.700
O 1.852 0.191 0.315
H -2.365 0.505 -1.068
H -1.465 1.795 -0.223
H -0.180 -0.793 -1.350
H 1.688 0.840 -1.606
H 0.954 1.880 -0.354
H 1.299 -0.402 0.831
O -1.108 -1.780 1.666
H -1.242 -1.623 0.713
H -1.233 -0.972 2.131
*
```

Computed properties:
Energy above the lowest of the compared OMol25 structures with the same formula, charge and spin, eV: 1.536
Maximum force, eV/A: 1.6
SMILES string: C=CCO.O
HOMO-LUMO gap, eV: 11.118